Record 1
{"formula": "H23O12", "method": "ωB97M-V with the def2-TZVPD basis set", "charge": -1, "lumo_ha": 0.1044, "spin_multiplicity": 1, "gap_ha": 0.3524, "relative_energy_kj_mol": 255.4, "e_tot_ev": -24945.361, "species": ["O", "H", "O", "H", "H", "O", "H", "H", "O", "H", "H", "O", "H", "H", "O", "H", "H", "O", "H", "H", "O", "H", "H", "O", "H", "H", "O", "H", "H", "O", "H", "H", "O", "H", "H"], "coordinates": [[-8.8830, -6.5120, 21.1730], [-8.7270, -7.2340, 20.5810], [-9.5980, -7.0240, 17.4680], [-8.9900, -7.7430, 17.4070], [-10.0440, -7.2970, 18.2290], [-9.4730, -9.1770, 22.0330], [-9.4030, -8.3060, 21.7150], [-8.6180, -9.6060, 21.8330], [-10.1080, -6.4670, 23.6960], [-9.9670, -5.5520, 23.9270], [-9.7090, -6.4890, 22.7950], [-10.8350, -8.2700, 19.6520], [-10.9970, -7.9540, 20.5030], [-11.7250, -8.1570, 19.2850], [-11.0680, -5.3400, 20.3930], [-11.7320, -5.7830, 20.8950], [-10.2210, -5.6880, 20.6960], [-7.2560, -8.5270, 18.7780], [-6.5640, -8.1640, 18.1410], [-6.9300, -8.2200, 19.5760], [-6.3700, -6.8980, 20.9880], [-6.4460, -7.2030, 21.9010], [-7.3670, -6.6880, 20.9380], [-7.1700, -6.7180, 23.9370], [-6.7610, -5.8880, 23.7190], [-8.1040, -6.7450, 23.7030], [-8.1030, -3.8800, 21.4410], [-8.3690, -4.7700, 21.4050], [-7.3790, -3.7520, 20.8410], [-9.1720, -10.3560, 19.5610], [-8.4630, -9.7300, 19.2970], [-9.8200, -9.6910, 19.6580], [-8.5080, -5.1530, 18.8130], [-8.7230, -5.6200, 19.6450], [-8.9890, -5.7660, 18.2640]], "forces_ev_per_a": [[-0.44, 0.06, 0.82], [-0.45, -0.69, -0.83], [0.03, 0.35, -2.43], [1.15, -0.70, -0.39], [-1.72, -0.43, 2.28], [0.28, -2.30, 1.06], [0.48, 1.99, -0.24], [-0.83, 0.28, -0.02], [0.34, -0.16, -0.53], [-0.13, 0.55, 0.33], [-0.30, -0.28, -0.06], [-1.07, -0.44, -2.26], [0.22, 0.88, 2.59], [0.29, -0.21, -0.48], [-0.79, 0.95, -1.00], [-0.64, -0.32, 0.72], [0.55, -0.40, 0.32], [0.63, -0.26, -4.28], [-1.52, -0.74, 1.12], [1.30, 1.37, 3.24], [-0.94, -0.42, -0.04], [0.68, -0.16, 0.38], [1.32, 0.69, -0.03], [0.65, -1.11, 0.49], [-0.35, 0.62, -0.37], [-0.12, 0.41, 0.00], [0.20, 2.56, 1.24], [-0.30, -2.00, -0.41], [0.26, -0.29, -0.55], [2.09, -0.53, -0.77], [0.15, -1.13, -0.20], [-1.98, 0.62, 0.55], [0.41, 0.27, 0.99], [0.58, 0.89, 0.07], [-0.02, 0.07, -1.33]]}

---

Record 2
{"formula": "H23O12", "method": "ωB97M-V with the def2-TZVPD basis set", "charge": -1, "lumo_ha": 0.0989, "spin_multiplicity": 1, "gap_ha": 0.3344, "relative_energy_kj_mol": 385.0, "e_tot_ev": -24944.018, "species": ["O", "H", "H", "O", "H", "H", "O", "H", "O", "H", "H", "O", "H", "H", "O", "H", "H", "O", "H", "H", "O", "H", "H", "O", "H", "H", "O", "H", "H", "O", "H", "H", "O", "H", "H"], "coordinates": [[-4.0093, 1.2902, 0.3456], [-1.4345, -1.8653, 1.4564], [0.2667, 1.7677, 0.8541], [-2.1993, -0.1565, 3.2012], [-1.6334, -0.2026, 2.4636], [-2.5850, 0.6896, 2.9243], [-3.4332, -2.0398, -0.6511], [-2.5269, -1.7455, -0.4287], [0.9881, 2.3260, 1.2640], [4.2948, -0.8804, 1.5528], [1.5410, 2.4840, 0.4601], [-0.8590, -1.9838, 0.6235], [3.9970, -3.2619, 0.2340], [-1.5436, 1.3866, 0.0360], [1.8665, 2.9329, -1.9760], [-2.6550, 0.7402, -2.2047], [-3.5814, -2.9579, -0.2468], [5.0097, -0.2974, 1.3097], [4.8325, 0.6399, 1.0553], [2.2060, 2.9177, -1.0893], [0.7665, 0.5371, -1.5847], [0.2036, 0.6800, -0.7823], [-0.0320, 0.2529, -2.1655], [3.9998, -3.0524, -0.7058], [3.0851, -3.2751, -0.9604], [-4.2317, 0.3169, 0.2942], [-2.7998, 1.6499, -2.2635], [-3.2274, 1.6722, -0.2771], [1.6240, -1.4716, 1.2341], [2.5323, -1.6636, 0.9130], [-2.4864, 2.2861, -2.8481], [1.3810, 2.1687, -2.2884], [-0.8903, 0.6948, 0.2108], [2.4977, -1.4211, -0.0802], [-0.9641, -1.1585, 0.1198]], "forces_ev_per_a": [[1.42, 0.68, -1.03], [1.37, -0.12, -2.04], [0.02, -0.09, 0.58], [-1.25, 0.72, 0.85], [1.85, -0.45, -1.64], [-0.50, -0.07, 0.53], [-0.56, -1.44, 0.55], [-0.58, -0.85, 0.19], [0.59, 0.11, -1.42], [-1.21, 0.73, -0.34], [-0.67, -0.13, 1.31], [-1.25, -0.67, 1.83], [0.02, 0.26, 0.04], [0.41, -0.37, 0.08], [0.52, 2.16, -1.41], [1.11, -1.74, -0.94], [0.80, 2.24, -0.83], [2.02, 1.18, -0.29], [-0.79, -1.78, 0.59], [-0.18, -0.81, 0.06], [-1.44, -1.33, -3.07], [-0.62, 0.26, 1.10], [2.30, 0.55, 1.12], [-0.38, -0.68, -0.59], [0.62, 0.11, 0.08], [1.28, 1.63, -0.63], [-2.49, 1.42, 2.80], [-3.16, -2.35, 1.70], [0.62, -0.08, -0.33], [-1.20, 0.70, -1.72], [1.47, 0.36, -1.87], [0.05, -0.91, 1.25], [-0.66, 0.08, 0.42], [0.13, -0.36, 2.48], [0.35, 1.06, 0.59]]}

---

Record 3
{"formula": "H24HeO12", "method": "ωB97M-V with the def2-TZVPD basis set", "lumo_ha": -0.0184, "spin_multiplicity": 1, "gap_ha": 0.3559, "relative_energy_kj_mol": 81.4, "e_tot_ev": -25039.320, "species": ["He", "O", "H", "H", "O", "H", "H", "O", "H", "H", "O", "H", "H", "O", "H", "H", "O", "H", "H", "O", "H", "H", "O", "H", "H", "O", "H", "H", "O", "H", "H", "O", "H", "H", "O", "H", "H"], "coordinates": [[6.2147, -7.7893, 13.9991], [8.2822, -7.3432, 17.0105], [8.9724, -7.3142, 16.3479], [7.7923, -6.5309, 16.8825], [4.9289, -5.8475, 12.0968], [4.6676, -4.9954, 11.7478], [5.6408, -6.1332, 11.5243], [9.7949, -5.4951, 14.8758], [10.0414, -5.3965, 13.9562], [8.8654, -5.2678, 14.9008], [2.6443, -7.2328, 12.5448], [2.2202, -6.6578, 11.9078], [3.5633, -6.9650, 12.5353], [7.6841, -10.9259, 13.6732], [6.9881, -11.4581, 14.0587], [8.0460, -11.4726, 12.9758], [4.4370, -6.5210, 15.5158], [4.2191, -7.3669, 15.1245], [3.7274, -5.9399, 15.2418], [3.2222, -9.7159, 11.6560], [4.1776, -9.7752, 11.6496], [3.0395, -8.8165, 11.9279], [6.9252, -5.2105, 14.6292], [6.8802, -5.7570, 13.8446], [6.2274, -5.5432, 15.1937], [6.5785, -9.4658, 16.7096], [6.0662, -9.3444, 15.9102], [7.0138, -8.6243, 16.8458], [4.0793, -9.2316, 14.6277], [3.1992, -9.1981, 14.2530], [4.3325, -10.1525, 14.5636], [5.8888, -10.0203, 11.2378], [6.1799, -9.1428, 10.9902], [6.5477, -10.3246, 11.8619], [6.5506, -7.4484, 10.4685], [6.0470, -7.5977, 9.6683], [7.4648, -7.5160, 10.1929]], "forces_ev_per_a": [[0.11, -0.08, -0.09], [-0.16, -0.03, 0.34], [0.33, 0.07, -0.31], [-0.05, 0.33, -0.02], [-0.03, 0.20, 0.24], [-0.12, 0.33, 0.08], [0.39, -0.43, -0.33], [0.54, -0.27, 0.16], [0.15, 0.02, -0.15], [-0.75, 0.20, 0.03], [-0.74, -0.20, 0.48], [-0.17, 0.08, -0.14], [0.67, 0.50, -0.05], [-0.07, 0.39, -0.35], [-0.14, -0.17, 0.32], [0.28, -0.31, -0.09], [0.24, 0.59, 0.24], [0.10, -0.67, -0.04], [-0.18, 0.19, -0.03], [-0.53, -0.57, -0.11], [0.55, -0.33, -0.11], [-0.42, 0.38, 0.09], [0.82, 0.50, 0.00], [-0.27, -0.13, -0.14], [-0.70, -0.34, 0.15], [-0.47, -0.82, -0.05], [-0.20, 0.12, -0.08], [0.57, 0.41, 0.11], [0.16, 0.26, 0.25], [-0.35, -0.09, -0.36], [0.01, -0.20, -0.06], [0.00, -0.56, -0.24], [0.12, 0.44, 0.06], [0.17, -0.09, 0.53], [0.04, 0.18, 0.11], [-0.33, 0.02, -0.40], [0.42, 0.07, -0.04]]}

---

Record 4
{"formula": "H24NO10", "method": "ωB97M-V with the def2-TZVPD basis set", "charge": 1, "lumo_ha": -0.1107, "spin_multiplicity": 1, "gap_ha": 0.3896, "relative_energy_kj_mol": 364.9, "e_tot_ev": -22347.014, "species": ["N", "H", "H", "H", "H", "O", "H", "H", "O", "H", "H", "O", "H", "H", "O", "H", "H", "O", "H", "H", "O", "H", "H", "O", "H", "H", "O", "H", "H", "O", "H", "H", "O", "H", "H"], "coordinates": [[0.3336, 0.0536, 0.4104], [-0.4604, 0.5483, 0.2917], [0.0727, -0.1797, 1.2547], [1.1284, 0.5763, 0.1350], [0.3210, -0.7628, -0.2630], [-2.3418, -0.7401, 3.4124], [-1.4023, -0.9784, 3.6890], [-2.2236, -1.4498, 2.7356], [2.8116, 2.2909, 0.8743], [3.4114, 2.9137, 0.5649], [3.4182, 1.5874, 1.3412], [3.6620, -0.9880, -0.3305], [3.5655, -0.6074, -1.0960], [3.8547, -0.4192, 0.4762], [0.5386, -2.2527, -2.0708], [0.9654, -1.8294, -2.8373], [-0.4299, -2.3950, -2.4367], [-2.7765, 2.1598, -0.5819], [-3.6346, 2.4759, -0.4642], [-2.4704, 3.0536, -0.6746], [-1.9753, 0.0212, -2.1760], [-1.6542, 0.3573, -2.9962], [-2.2567, 0.8809, -1.6949], [1.2069, 1.4004, -2.3278], [1.0135, 2.3184, -2.5473], [0.6985, 0.9955, -2.9685], [-1.7278, 1.8324, 1.7694], [-2.4984, 1.7278, 2.4160], [-2.1345, 1.9681, 0.9660], [-1.8355, -1.7717, 0.6739], [-2.5865, -1.7360, 0.1491], [-1.4323, -2.6725, 0.5675], [1.9038, -2.7536, 1.1207], [2.6610, -2.4337, 0.6893], [2.2738, -3.1915, 1.9287]], "forces_ev_per_a": [[2.28, -2.16, -6.41], [-3.52, 2.78, -1.93], [0.20, -2.29, 6.53], [1.31, 1.11, 0.73], [-0.30, 0.50, 0.90], [2.92, -2.03, -0.41], [-1.42, 1.40, 0.82], [-1.59, 0.72, -0.34], [-0.04, -4.31, 2.22], [1.74, 1.94, -0.96], [-1.78, 2.31, -1.21], [0.93, -3.34, 8.67], [-0.58, 4.09, -6.20], [-0.29, -0.71, -2.49], [-2.82, 0.13, -1.43], [-0.02, -0.32, 0.40], [2.82, 0.40, 1.22], [1.27, 0.09, -0.68], [-3.45, -0.49, 0.43], [1.81, 0.87, -0.45], [-0.65, 1.63, 1.94], [0.23, 0.16, -1.12], [0.38, -1.98, -0.94], [1.19, 1.58, 1.84], [0.45, 0.34, 0.40], [-1.59, -1.99, -2.08], [0.15, -0.72, 4.39], [1.85, -0.09, -1.11], [-1.49, 0.43, -2.67], [3.11, -1.28, 1.64], [-2.26, -0.02, -1.66], [-0.67, 1.17, 0.00], [-1.19, -1.18, 2.42], [1.67, 0.79, -1.41], [-0.68, 0.45, -1.04]]}

---

Record 5
{"formula": "H24O12", "method": "ωB97M-V with the def2-TZVPD basis set", "lumo_ha": -0.0130, "spin_multiplicity": 1, "smiles": "O.O.O.O.O.O.O.O.O.O.O.O", "gap_ha": 0.3673, "relative_energy_kj_mol": 186.3, "e_tot_ev": -24959.764, "species": ["O", "H", "H", "O", "H", "H", "O", "H", "H", "O", "H", "H", "O", "H", "H", "O", "H", "H", "O", "H", "H", "O", "H", "H", "O", "H", "H", "O", "H", "H", "O", "H", "H", "O", "H", "H"], "coordinates": [[13.3510, 1.9140, -5.5300], [13.7740, 1.0910, -5.7220], [12.8740, 1.7770, -4.6850], [18.6900, 1.3570, -6.8490], [18.6870, 2.1470, -7.4070], [18.1690, 0.6560, -7.2370], [17.0150, 1.2950, -10.2930], [16.4160, 1.5450, -9.5910], [17.8310, 1.7110, -10.0380], [16.3480, 5.8030, -7.1440], [16.2790, 5.1320, -7.7950], [17.1730, 5.7160, -6.6430], [12.6130, 1.5330, -8.3530], [12.7150, 0.7320, -7.8660], [12.4320, 1.2560, -9.2490], [15.5080, 2.1880, -7.8520], [14.7360, 2.6190, -7.4630], [15.6470, 1.4770, -7.2760], [17.0620, 3.1690, -5.0480], [17.4220, 2.4700, -4.5190], [16.8840, 2.6850, -5.8520], [15.5840, 4.5390, -9.5890], [15.8760, 4.8300, -10.4320], [15.0760, 3.7800, -9.9290], [13.5110, -0.6730, -7.0460], [14.4490, -0.8250, -7.2190], [13.3250, -1.0370, -6.1940], [15.9650, 0.2930, -5.6950], [16.6530, -0.3540, -5.4730], [15.5690, 0.3790, -4.8360], [18.4210, 3.4000, -8.6820], [19.0040, 3.6260, -9.3870], [17.5610, 3.6920, -8.9950], [13.4080, 4.1930, -7.3460], [13.6020, 4.5840, -6.5280], [13.7090, 4.8130, -7.9740]], "forces_ev_per_a": [[-0.74, 0.73, 1.34], [0.22, -0.86, -0.42], [0.41, 0.17, -0.77], [0.44, -0.26, 0.94], [-0.34, -0.23, -0.35], [-0.08, 0.25, -0.57], [-0.21, -0.40, -0.63], [-0.54, 0.16, 0.56], [0.56, 0.18, 0.21], [0.17, 1.52, 1.28], [0.15, -1.11, -0.79], [-0.42, -0.39, -0.37], [-0.36, 1.19, -0.73], [0.17, -0.94, 0.61], [-0.09, -0.10, -0.31], [0.20, 1.40, -1.19], [-0.62, 0.54, -0.30], [0.53, -1.78, 1.31], [-0.32, 0.54, 0.10], [0.54, -0.37, 0.64], [-0.16, 0.05, -0.72], [-0.66, -1.19, 0.02], [0.84, 1.29, -1.15], [-0.06, -0.19, 1.04], [0.27, 0.02, -0.72], [-0.15, 0.06, 0.14], [-0.13, -0.54, 0.75], [0.66, -1.01, 0.02], [0.16, 0.20, -0.53], [-0.65, 0.65, 0.67], [-0.31, -0.13, 0.42], [0.94, 0.34, -0.68], [-0.67, 0.06, 0.17], [-0.86, -1.80, -0.69], [0.49, 0.77, 1.94], [0.61, 1.19, -1.23]]}

---

Record 6
{"formula": "H24O12", "method": "ωB97M-V with the def2-TZVPD basis set", "lumo_ha": -0.0019, "spin_multiplicity": 1, "smiles": "O.O.O.O.O.O.O.O.O.O.O.O", "gap_ha": 0.3716, "relative_energy_kj_mol": 592.0, "e_tot_ev": -24955.558, "species": ["O", "H", "H", "O", "H", "H", "O", "H", "H", "O", "H", "H", "O", "H", "H", "O", "H", "H", "O", "H", "H", "O", "H", "H", "O", "H", "H", "O", "H", "H", "O", "H", "H", "O", "H", "H"], "coordinates": [[-0.3029, 2.5478, 1.8888], [0.2452, 2.3738, 2.6649], [-0.7614, 1.7020, 1.7156], [0.6530, 0.5212, 0.7613], [0.3052, -0.0228, 1.4920], [-0.0080, 0.3157, 0.0507], [-1.1053, 0.1355, 2.6675], [-1.5423, 0.8895, 3.0559], [-0.0499, 0.4435, 3.0216], [0.5393, -0.6022, -3.5752], [-0.3729, -0.5015, -3.3931], [0.9064, -0.4594, -4.5310], [2.1161, 1.7801, -1.2573], [2.1641, 1.2374, -2.0576], [1.2255, 1.6711, -0.9394], [3.4174, -0.6338, 0.3947], [3.2608, 0.0309, -0.2070], [4.3431, -0.8869, 0.2392], [0.2850, -2.8902, -2.8759], [-0.2276, -2.6958, -2.0830], [0.8695, -3.6568, -2.4646], [-1.3049, 2.1574, -2.1486], [-1.7014, 2.9274, -1.8763], [-0.3219, 2.2813, -2.0755], [-0.7667, -1.9801, 4.8413], [-1.1864, -2.6038, 4.1002], [0.1993, -1.9782, 4.5718], [-0.2920, 4.1078, -1.2788], [-0.2323, 3.6392, -0.3610], [0.5885, 3.6279, -1.4144], [-1.4267, -4.1066, 1.0257], [-2.2424, -4.5946, 0.8105], [-0.7042, -4.8691, 0.8492], [-1.7839, -0.0440, -0.4593], [-2.2429, 0.6814, -1.0168], [-2.5427, -0.5452, -0.1360]], "forces_ev_per_a": [[-0.79, 0.89, 0.43], [0.05, 0.32, -0.41], [0.67, 0.66, -0.34], [-0.21, -1.24, -1.05], [0.35, 0.14, -1.19], [0.51, -0.04, 0.92], [4.76, 0.85, 2.09], [-0.90, 0.26, 0.48], [-4.71, -1.80, -1.12], [3.77, 1.14, -2.14], [-1.42, 0.42, -0.85], [-2.20, -0.27, 2.75], [0.56, 0.38, -0.83], [-0.17, 0.03, 0.06], [-0.25, -0.58, 0.71], [1.44, -2.71, 2.02], [-0.95, 2.63, -2.04], [-0.50, 0.08, 0.15], [1.77, -3.67, 1.96], [-0.24, 0.40, -0.01], [-1.62, 2.20, -1.55], [1.79, -4.54, -1.53], [-0.80, 2.94, 0.84], [-2.16, -0.09, -0.39], [0.41, -2.18, -2.82], [1.33, 2.13, 2.38], [-1.70, -0.03, 0.51], [3.32, -1.69, 3.36], [-1.46, 1.76, -1.01], [-0.70, 1.72, -1.19], [2.09, -3.14, -0.80], [0.29, 0.39, 0.15], [-2.38, 2.78, 0.67], [-1.90, 1.48, -1.42], [1.63, -1.37, 0.97], [0.32, -0.23, 0.24]]}